A structure of composition C71H74As2IN4O14STe2Ti. Source: the OMol25 dataset; level of theory: ωB97M-V/def2-TZVPD.

```
! wB97M-V def2-TZVPD RIJCOSX def2/J DEFGRID3
* xyz -2 2
Ti 1.08306 -0.41228 -0.36504
C 4.60406 1.29732 -2.86274
C 4.86126 0.95222 -1.43004
N 6.09526 1.11242 -0.97774
C 6.38926 0.71592 0.25686
C 5.57656 -0.09098 1.01826
C 5.99906 -0.65498 2.34216
O 6.51216 -1.98228 2.26376
C 4.30496 -0.42448 0.46946
C 3.54866 -1.57498 0.76026
N 2.60996 -1.99148 -0.12614
C 2.42966 -3.29788 -0.41324
C 3.07576 -4.37938 0.25046
C 3.00726 -5.67058 -0.21514
C 2.32676 -5.96948 -1.38704
C 1.67866 -4.94138 -2.06184
C 1.68526 -3.66628 -1.55124
I 0.65506 -2.08828 -2.70924
C 3.85716 0.36092 -0.64374
O 2.56886 0.37952 -0.89314
H 5.51276 1.13612 -3.43804
H 4.31396 2.33952 -2.97464
H 3.81306 0.65072 -3.24114
H 7.37246 1.00432 0.60896
H 5.12976 -0.63148 3.02556
H 6.80496 -0.06038 2.78096
H 5.97026 -2.45828 1.62366
H 3.86676 -2.23918 1.56386
H 3.66586 -4.17618 1.13346
H 3.52726 -6.45028 0.32766
H 2.31226 -6.97518 -1.77904
H 1.19686 -5.12988 -3.00664
C -2.12024 1.25412 3.17096
O -0.93654 0.83502 2.53256
H -1.83344 1.72432 4.11176
H -2.78104 0.40542 3.37986
H -2.65794 1.98312 2.55666
H -1.20084 0.38502 1.69746
C -0.25094 7.32092 -2.21074
O -1.14394 6.78272 -1.25954
C -0.78044 5.78372 -0.39634
O -1.71394 5.20532 0.16556
C 0.57686 5.35022 -0.24874
C 1.70056 6.13062 -0.33814
As 3.51216 5.53182 -0.93914
C 4.36246 5.88012 0.82206
C 2.88266 3.70672 -0.92144
C 2.39266 3.21222 0.31006
As 0.46446 3.36222 0.36756
C 0.15016 3.89452 2.26116
C 3.33586 3.09172 1.32776
O 4.54716 2.94282 1.20586
O 2.80346 3.08972 2.67676
C 3.81616 3.13122 3.64606
C 2.29116 3.45602 -2.17204
O 2.49796 4.14392 -3.18404
O 1.52386 2.31152 -2.27664
C 1.27056 1.93342 -3.61554
C 1.81146 7.56152 -0.20164
O 2.61506 8.22002 -0.85674
O 1.09676 8.27032 0.73306
C 0.46366 7.60872 1.80126
H 0.24736 8.21242 -1.82134
H -0.86044 7.59882 -3.07404
H 0.51326 6.60142 -2.52094
H 4.53296 6.95472 0.90706
H 5.31766 5.36342 0.89266
H 3.72976 5.56162 1.64786
H -0.84384 4.32792 2.33276
H 0.88606 4.61062 2.61376
H 0.20006 3.01052 2.89216
H 3.32676 3.27542 4.60786
H 4.49906 3.95872 3.43956
H 4.38846 2.19802 3.64696
H 0.78896 2.75332 -4.15504
H 0.63946 1.04452 -3.57954
H 2.20776 1.70942 -4.13384
H 0.40876 8.33872 2.61246
H 1.04006 6.74052 2.13166
H -0.54304 7.27812 1.53206
C -5.15074 -5.74418 4.89906
C -4.32954 -5.17208 3.77716
C -4.41604 -3.83438 3.43876
C -3.68324 -3.29858 2.38616
C -3.93364 -1.86398 2.03796
C -2.81704 -4.10878 1.65286
Te -1.78044 -3.36468 -0.10194
N 0.21666 -1.66978 0.73476
C 0.56306 -1.87568 1.91926
O 1.46396 -1.19268 2.60266
C 0.04916 -2.98638 2.77766
C -0.79144 -2.69568 3.84296
C -1.19364 -3.70428 4.69826
C -0.72264 -4.99468 4.52216
C 0.13366 -5.27958 3.47296
C 0.50846 -4.28178 2.59156
C -3.20184 -4.68468 -1.14534
C -4.52954 -4.69928 -0.74014
C -5.45744 -5.55868 -1.29984
C -5.07394 -6.42558 -2.30684
C -3.76084 -6.40998 -2.74084
C -2.82724 -5.55298 -2.17424
C -1.41044 -5.58148 -2.64544
C -2.71964 -5.46218 1.98616
C -1.86634 -6.42008 1.21316
C -3.47264 -5.96998 3.03736
H -5.86234 -5.00808 5.26886
H -4.51234 -6.05048 5.72876
H -5.70524 -6.62138 4.56496
H -5.08904 -3.18838 3.99046
H -4.20874 -1.29768 2.92786
H -4.76924 -1.80378 1.33556
H -3.06634 -1.40958 1.56936
H -1.10574 -1.67498 4.00216
H -1.86444 -3.48158 5.51576
H -1.01074 -5.77428 5.21436
H 0.52166 -6.28048 3.34396
H 1.18716 -4.49488 1.77696
H -4.84224 -4.03618 0.05276
H -6.47864 -5.56068 -0.94184
H -5.78714 -7.10928 -2.74954
H -3.44814 -7.09328 -3.52174
H -1.23504 -6.42068 -3.31604
H -0.74654 -5.65918 -1.78404
H -1.16584 -4.65448 -3.16744
H -0.95074 -5.93258 0.87966
H -2.40674 -6.75898 0.32886
H -1.61864 -7.28848 1.82116
H -3.39894 -7.02398 3.27586
C -1.76504 2.70892 -7.92984
C -1.58994 3.29232 -6.55734
C -1.28424 4.63912 -6.42114
C -1.10354 5.20002 -5.16944
C -1.28384 4.42962 -4.04064
C -1.59904 3.07842 -4.15764
N -1.74834 2.32462 -2.99404
C -2.79114 1.47462 -2.78024
C -3.97474 1.63942 -3.51874
C -5.04214 0.78672 -3.36394
C -4.98544 -0.23658 -2.42664
C -3.85884 -0.36488 -1.63954
C -2.75084 0.46572 -1.80114
C -1.61294 0.25192 -0.85454
O -1.88554 -0.19758 0.26916
O -0.40654 0.49512 -1.20604
C -1.70824 2.48382 -5.42624
C -1.89044 1.00212 -5.58524
H -1.81554 3.49922 -8.67584
H -2.67644 2.11512 -7.98414
H -0.92504 2.06032 -8.17754
H -1.16404 5.24972 -7.30534
H -0.83094 6.23902 -5.07424
H -1.18104 4.84882 -3.05204
H -1.06764 2.44482 -2.25194
H -4.03254 2.46972 -4.20764
H -5.93334 0.93112 -3.96154
H -5.82044 -0.90988 -2.30124
H -3.80624 -1.13968 -0.88604
H -2.93184 0.74712 -5.78604
H -1.58724 0.46682 -4.68964
H -1.28934 0.63662 -6.41494
Te 1.96676 0.76672 2.12136
C 1.80916 0.82492 4.27056
C 2.54156 -0.01238 5.06316
C 2.39676 0.22652 6.44546
C 1.56886 1.27172 6.70206
S 0.93056 1.94782 5.24716
H 3.16866 -0.78168 4.64496
H 2.89396 -0.34748 7.20746
H 1.30336 1.69612 7.64966
*
```

Summary:
* expectation value of S²: 0.8153
* highest occupied orbital energy (spin up / spin down): -0.76 / -0.58 eV
* energy relative to the best compared isomer or geometry (same formula, charge and spin): 618.5 kJ/mol
* E_LUMO (spin up / spin down): 2.94 / 3.04 eV
* HOMO-LUMO gap (spin up / spin down): 0.1360 / 0.1330 Eh